Entry 1:
# H4N2O2S

One molecule with the formula H4N2O2S at a distorted geometry (ωB97M-V/def2-TZVPD, the Open Molecules 2025 dataset).

Structure (ORCA input):
```
! wB97M-V def2-TZVPD RIJCOSX def2/J DEFGRID3
* xyz 0 1
N -0.48331 -0.50649 0.17295
N -1.85706 -0.27101 -0.37361
O 1.74611 -1.04047 0.27555
O 1.32205 1.49745 -0.06797
S 0.74243 -0.04505 -0.59658
H -2.19642 0.68319 -0.07164
H -2.61911 -1.00682 -0.10317
H 1.11931 -1.07541 1.00316
H 2.22599 1.76461 -0.23869
*
```

## Properties
Frontier orbital gap: 9.51 eV
HOMO: -8.8 eV
Lowest unoccupied orbital energy: 0.742 eV

Results of the Löwdin charge analysis, in e, for atoms 1 through 2: -0.429, -0.108

=====

Entry 2:
# H4N2O2S

One molecule with the formula H4N2O2S at a distorted geometry (ωB97M-V/def2-TZVPD, the Open Molecules 2025 dataset).

Structure (ORCA input):
```
! wB97M-V def2-TZVPD RIJCOSX def2/J DEFGRID3
* xyz 0 1
N 0.37768 0.08510 -0.01575
N 1.53275 -0.36498 -0.67536
O -1.71025 1.13578 0.53012
O -2.21170 -1.21914 -0.17724
S -1.10818 0.07256 -0.59001
H 1.60648 -0.46541 -1.70287
H 1.91361 -1.38263 -0.34122
H -0.91489 1.03305 1.05719
H -2.30110 -1.45570 0.73969
*
```

## Properties
Frontier orbital gap: 9.39 eV
HOMO: -8.9 eV
Lowest unoccupied orbital energy: 0.523 eV

Results of the Löwdin charge analysis, in e, for atoms 1 through 2: -0.442, -0.142

=====

Entry 3:
# H4N2O2Si

One molecule with the formula H4N2O2Si at a distorted geometry (ωB97M-V/def2-TZVPD, the Open Molecules 2025 dataset).

Structure (ORCA input):
```
! wB97M-V def2-TZVPD RIJCOSX def2/J DEFGRID3
* xyz 0 1
N 0.73039 -0.27509 -0.73634
N -2.21474 -0.26891 0.05405
O -2.48198 0.16118 -1.05975
O -2.99395 -0.94226 0.70340
Si -0.69373 0.41514 0.77529
H 1.48156 -0.76378 -0.17868
H 0.08832 -1.03494 -1.06977
H -0.63090 1.94735 0.64740
H -0.49084 -0.17253 2.02807
*
```

## Properties
Frontier orbital gap: 9.79 eV
SMILES: N[SiH2][N+](=O)[O-]
HOMO: -10.4 eV
Lowest unoccupied orbital energy: -0.649 eV

Results of the Löwdin charge analysis, in e, for atoms 1 through 2: -0.143, -0.546

=====

Entry 4:
# H4N2O2Si

One molecule with the formula H4N2O2Si at a distorted geometry (ωB97M-V/def2-TZVPD, the Open Molecules 2025 dataset).

Structure (ORCA input):
```
! wB97M-V def2-TZVPD RIJCOSX def2/J DEFGRID3
* xyz 0 1
N 1.11532 -0.73713 0.22380
N -1.32221 0.12532 0.03780
O -1.56507 -1.09756 -0.02485
O -2.21635 0.88957 0.26094
Si 0.49278 0.70165 -0.33564
H 1.81662 -1.43137 0.08457
H 0.35254 -1.23643 0.78149
H 0.81173 1.07084 -1.74859
H 0.51465 1.71512 0.72047
*
```

## Properties
Frontier orbital gap: 10.48 eV
SMILES: N[SiH2][N+](=O)[O-]
HOMO: -10.3 eV
Lowest unoccupied orbital energy: 0.151 eV

Results of the Löwdin charge analysis, in e, for atoms 1 through 2: -0.127, -0.476

=====

Entry 5:
# H4N2OS

H4N2OS as an isolated structure at a distorted geometry (ωB97M-V/def2-TZVPD, the Open Molecules 2025 dataset).

Structure (ORCA input):
```
! wB97M-V def2-TZVPD RIJCOSX def2/J DEFGRID3
* xyz 0 1
N -0.06719 1.49411 0.09849
N -0.71311 -0.89042 0.32219
O 1.73619 -0.35176 0.04064
S 0.39413 0.25588 0.87396
H 0.00146 2.34028 0.64065
H -1.10660 -0.64840 -0.57738
H -0.37203 -1.83950 0.34940
H 2.37932 0.53181 -0.56649
*
```

## Properties
Frontier orbital gap: 10.11 eV
HOMO: -9.6 eV
Lowest unoccupied orbital energy: 0.467 eV

Results of the Löwdin charge analysis, in e, for atoms 1 through 2: -0.354, -0.208

=====

Entry 6:
# H4N2OS

One molecule with the formula H4N2OS at a distorted geometry (ωB97M-V/def2-TZVPD, the Open Molecules 2025 dataset).

Structure (ORCA input):
```
! wB97M-V def2-TZVPD RIJCOSX def2/J DEFGRID3
* xyz 0 1
N -0.14493 -1.42509 -0.15744
N 0.64657 0.77157 0.29744
O -1.77101 0.67725 -0.27850
S -0.65890 -0.22039 0.62100
H -0.78531 -2.19757 -0.05939
H 1.05785 1.12897 1.08410
H 1.41639 0.27815 -0.19894
H -2.49032 0.11096 -0.20316
*
```

## Properties
Frontier orbital gap: 9.92 eV
HOMO: -9.3 eV
Lowest unoccupied orbital energy: 0.625 eV

Results of the Löwdin charge analysis, in e, for atoms 1 through 2: -0.346, -0.188

=====

Entry 7:
# H4N2OS2

H4N2OS2 as an isolated structure at a distorted geometry (ωB97M-V/def2-TZVPD, the Open Molecules 2025 dataset).

Structure (ORCA input):
```
! wB97M-V def2-TZVPD RIJCOSX def2/J DEFGRID3
* xyz 0 1
N -1.05153 0.50530 -0.64746
N 1.12653 -0.65237 0.93304
O -0.99483 1.70840 -0.36331
S -1.61671 -0.72653 0.40695
S 1.25323 -0.02171 -0.54998
H -1.19562 0.28970 -1.56855
H 1.28397 -1.61266 0.82160
H -0.16329 -0.87123 1.23567
H 1.35825 1.38111 -0.26796
*
```

## Properties
Frontier orbital gap (spin up / spin down): 7.78 / 7.78 eV
HOMO (spin up / spin down): -8.7 / -8.7 eV
Lowest unoccupied orbital energy (spin up / spin down): -0.951 / -0.952 eV

Results of the Löwdin charge analysis, in e, for atoms 1 through 2: -0.710, -0.496

=====

Entry 8:
# H4N2OS2

One molecule with the formula H4N2OS2 at a distorted geometry (ωB97M-V/def2-TZVPD, the Open Molecules 2025 dataset).

Structure (ORCA input):
```
! wB97M-V def2-TZVPD RIJCOSX def2/J DEFGRID3
* xyz 0 1
N -2.35878 -0.61308 0.22953
N 2.41672 0.65130 0.23769
O 0.03751 -0.00261 -0.76683
S -1.32514 0.65525 0.06638
S 1.36240 -0.62791 0.05956
H -2.03219 -1.51139 0.58895
H -2.98909 -0.88934 -0.51769
H 2.04283 1.44965 0.73445
H 2.84573 0.88813 -0.63204
*
```

## Properties
Frontier orbital gap: 9.33 eV
SMILES: NSOSN
HOMO: -8.7 eV
Lowest unoccupied orbital energy: 0.647 eV

Results of the Löwdin charge analysis, in e, for atoms 1 through 2: -0.381, -0.339

=====

Entry 9:
# H4N2S2

A 2-piece molecular cluster, H4N2S2 overall at a distorted geometry (ωB97M-V/def2-TZVPD, the Open Molecules 2025 dataset).

Structure (ORCA input):
```
! wB97M-V def2-TZVPD RIJCOSX def2/J DEFGRID3
* xyz 0 1
N -0.61617 0.85865 1.85252
N 2.37995 -0.94021 -0.57693
S -1.62402 1.62243 3.04856
S 1.05317 -0.26301 -1.20733
H -1.23098 0.35122 1.17067
H 0.34800 1.18283 1.85632
H 3.26864 -0.53734 -0.59975
H 2.45846 -1.88474 -0.01887
*
```

## Properties
Frontier orbital gap (spin up / spin down): 7.60 / 7.84 eV
HOMO (spin up / spin down): -8.6 / -8.7 eV
Lowest unoccupied orbital energy (spin up / spin down): -0.956 / -0.829 eV

Results of the Löwdin charge analysis, in e, for atoms 1 through 2: -0.465, -0.553

=====

Entry 10:
# H4N2Si

One molecule with the formula H4N2Si at a distorted geometry (ωB97M-V/def2-TZVPD, the Open Molecules 2025 dataset).

Structure (ORCA input):
```
! wB97M-V def2-TZVPD RIJCOSX def2/J DEFGRID3
* xyz 0 1
N -0.72305 -0.94079 -0.24646
N -0.83006 0.30253 0.81729
Si 0.55794 0.22557 -0.20073
H -0.77706 -1.85651 0.16074
H -1.68705 0.77867 0.72186
H 1.68994 0.27591 0.70538
H 0.59024 0.80088 -1.57860
*
```

## Properties
Frontier orbital gap: 9.79 eV
SMILES: N1N[SiH2]1
HOMO: -9.1 eV
Lowest unoccupied orbital energy: 0.708 eV

Results of the Löwdin charge analysis, in e, for atoms 1 through 2: -0.171, -0.167

=====

Per-record electronic energy, eV: -17971.7063; -17971.6246; -15013.9571; -15015.1819; -15925.1938; -15925.9066; -26757.9128; -26761.7171; -24712.9048; -10920.5245
Per-record energy above the lowest of the compared OMol25 structures with the same formula, charge and spin, eV: 3.4391; 3.5208; 1.7087; 0.4839; 1.8701; 1.1573; 3.8043; 0.0000; 1.8667; 1.5955